[1]
{"formula": "C6H18F2KNO12P2S2", "method": "ωB97M-V/def2-TZVPD", "lumo_energy_ev": -0.017, "homo_energy_ev": -9.3945, "orbital_gap_ev": 9.38, "e_above_lowest_kcal_mol": 275.3, "elements": ["K", "N", "S", "O", "O", "F", "S", "O", "O", "F", "C", "O", "P", "O", "O", "C", "O", "C", "H", "H", "H", "H", "H", "H", "H", "H", "H", "C", "O", "P", "O", "O", "C", "O", "C", "H", "H", "H", "H", "H", "H", "H", "H", "H"], "xyz": [[0.696, -0.158, -1.787], [-0.016, 1.172, -3.255], [-1.223, 1.804, -2.602], [-1.991, 0.966, -1.666], [-1.968, 2.827, -3.341], [-0.432, 2.825, -1.602], [-0.905, 0.683, -4.629], [-0.644, 1.619, -5.747], [-2.182, -0.134, -4.547], [0.058, -0.523, -4.928], [-2.282, 3.072, 0.584], [-1.591, 2.116, -0.092], [-0.751, 1.072, 0.728], [0.013, 0.119, -0.120], [-1.858, 0.501, 1.769], [-3.076, -0.158, 1.421], [0.134, 2.110, 1.664], [0.894, 3.201, 1.067], [-2.984, 2.655, 1.306], [-2.842, 3.705, -0.104], [-1.700, 3.888, 1.014], [-2.994, -1.175, 1.804], [-3.199, -0.124, 0.339], [-4.000, 0.294, 1.783], [0.784, 4.160, 1.573], [0.741, 3.408, 0.008], [1.941, 2.901, 1.125], [2.394, -0.025, 1.882], [1.346, -0.864, 1.456], [1.606, -2.005, 0.351], [1.625, -1.511, -1.064], [2.961, -2.862, 0.773], [3.036, -3.573, 2.058], [0.346, -3.036, 0.536], [0.182, -4.275, -0.185], [3.388, -0.409, 1.655], [2.432, -0.044, 2.971], [2.380, 1.006, 1.529], [3.560, -3.190, 2.934], [3.629, -4.438, 1.759], [2.057, -3.798, 2.480], [-0.433, -4.147, -1.075], [-0.271, -4.912, 0.574], [1.141, -4.747, -0.399]]}

=====

[2]
{"formula": "C8H14NO3PS", "method": "ωB97M-V/def2-TZVPD", "lumo_energy_ev": -0.274, "homo_energy_ev": -8.9517, "orbital_gap_ev": 8.68, "e_above_lowest_kcal_mol": 111.6, "elements": ["O", "S", "O", "O", "C", "C", "C", "P", "C", "C", "C", "C", "N", "C", "H", "H", "H", "H", "H", "H", "H", "H", "H", "H", "H", "H", "H", "H"], "xyz": [[3.698, -1.735, -0.486], [3.805, -0.167, -0.341], [4.312, 0.432, -1.674], [4.799, 0.129, 1.012], [2.006, 0.410, -0.078], [1.862, 2.041, 0.012], [0.302, 2.533, 0.359], [-0.966, 1.107, 0.241], [-2.044, -0.476, 0.009], [-2.018, -1.279, -1.405], [-2.971, -2.593, -1.317], [-3.768, -2.916, 0.037], [-3.861, -2.188, 1.333], [-2.971, -1.001, 1.207], [4.462, -0.390, 1.815], [1.406, -0.077, -0.989], [1.648, -0.154, 0.895], [2.266, 2.611, -0.956], [2.508, 2.418, 0.938], [0.234, 3.004, 1.445], [0.096, 3.424, -0.408], [-0.529, 0.915, -1.139], [-0.380, 0.473, 1.395], [-2.106, 1.962, 0.447], [-1.365, -0.926, -2.310], [-3.071, -3.310, -2.250], [-4.411, -3.924, 0.017], [-2.943, -0.324, 2.192]]}